[1]
{
  "formula": "C3H2N2O",
  "method": "ωB97M-V with the def2-TZVPD basis set",
  "multiplicity": 1,
  "homo_ev": -12.46,
  "symbols": ["N", "C", "C", "O", "C", "N", "H", "H"],
  "positions_angstrom": [[0.5314, -1.2092, 2.0767], [0.3168, -0.7995, 1.0226], [0.0536, -0.2056, -0.2948], [1.1407, 0.4306, -0.8920], [-1.0645, 0.7515, -0.1147], [-2.1401, 0.9157, -0.5074], [-0.2174, -1.0358, -1.0073], [1.3670, 1.1420, -0.2854]],
  "forces_ev_per_a": [[-0.130, 0.153, -0.551], [0.635, -0.420, 0.858], [0.393, -0.617, -0.407], [0.302, -0.039, 0.410], [-1.753, -1.354, -1.779], [0.239, 0.995, 0.843], [-0.199, 0.975, 0.783], [0.513, 0.308, -0.157]]
}


[2]
{
  "formula": "C3H11N2P3",
  "method": "ωB97M-V with the def2-TZVPD basis set",
  "multiplicity": 1,
  "homo_ev": -8.06,
  "symbols": ["C", "C", "C", "N", "N", "P", "P", "P", "H", "H", "H", "H", "H", "H", "H", "H", "H", "H", "H"],
  "positions_angstrom": [[2.6291, 0.9771, 0.0016], [1.6419, -0.1128, 0.4188], [0.2234, 0.5642, 0.1882], [-0.8929, -1.9608, -0.5049], [-2.4264, 0.0394, -0.6676], [0.2861, -2.9144, -0.0711], [-3.6089, 1.2393, -0.0838], [-1.4361, -0.6982, 0.4772], [2.3494, 1.9605, 0.1827], [3.6323, 0.8612, 0.3781], [2.7482, 1.1021, -1.1597], [1.7693, -1.0669, -0.1049], [1.6684, -0.1918, 1.5678], [0.0818, 1.2319, 1.0843], [0.2812, 0.9394, -0.8611], [-2.6764, -0.6790, -1.3604], [-0.0222, -3.9330, -1.0300], [-2.5514, 2.0187, 0.2801], [-3.6969, 0.6231, 1.2648]],
  "forces_ev_per_a": [[1.213, -1.263, -3.191], [-1.610, 2.067, 1.908], [-0.177, -2.164, 1.042], [-0.011, -0.486, 0.731], [-1.609, -0.003, -0.723], [-0.734, -0.604, -0.374], [0.535, -2.424, 0.164], [2.814, 1.545, -0.671], [-0.970, 1.688, 1.212], [0.386, -0.284, 0.210], [-0.230, -0.918, 1.766], [0.226, 0.403, 0.275], [0.457, -0.637, -1.686], [0.146, 0.120, -1.599], [-0.933, 0.269, 0.997], [-0.257, 0.809, 0.260], [0.449, -0.070, -0.120], [0.523, 1.206, 0.602], [-0.219, 0.746, -0.803]]
}


[3]
{
  "formula": "C13H27ClIrN7O6Si2",
  "method": "ωB97M-V with the def2-TZVPD basis set",
  "multiplicity": 1,
  "homo_ev": [-7.63, -7.74],
  "symbols": ["Ir", "O", "Cl", "O", "O", "O", "N", "N", "C", "N", "N", "N", "O", "O", "H", "H", "H", "H", "H", "C", "Si", "C", "C", "N", "C", "C", "C", "C", "C", "C", "N", "Si", "C", "C", "C", "H", "H", "H", "H", "H", "H", "H", "H", "H", "H", "H", "H", "H", "H", "H", "H", "H", "H", "H", "H", "H", "H"],
  "positions_angstrom": [[0.3477, 0.1715, -0.3639], [-0.0982, -0.9317, 4.3903], [0.3617, -1.2681, 3.0917], [1.6557, -1.9444, 3.1646], [0.5480, -0.0580, 2.2863], [-0.5657, -2.1348, 2.4094], [2.2735, -0.8123, 0.2521], [1.9487, -2.1891, 0.4540], [0.8569, -2.6866, -0.1911], [0.5078, -3.9191, 0.1234], [0.2785, -1.8550, -1.0865], [-0.5945, -2.3652, -2.0243], [-0.7940, -3.5721, -2.1016], [-1.0738, -1.5455, -2.7689], [3.1263, -0.7624, -0.2990], [2.4493, -0.4186, 1.1748], [2.0642, -2.4679, 1.4299], [0.8685, -4.3274, 0.9702], [-0.2809, -4.3251, -0.3547], [3.3728, 1.5737, -1.4121], [2.5345, 2.4791, 0.0062], [3.1620, 1.9390, 1.6928], [3.0197, 4.2685, -0.2773], [0.8101, 2.1101, -0.0743], [-0.2315, 2.9530, -0.0779], [-0.1900, 4.3468, 0.1959], [-1.3251, 5.0977, 0.1382], [-2.5648, 4.5044, -0.1996], [-2.6510, 3.1659, -0.4322], [-1.4951, 2.3360, -0.3637], [-1.4794, 1.0016, -0.5274], [-3.0389, 0.1231, -0.3215], [-3.8072, 0.7232, 1.2774], [-4.1027, 0.3579, -1.8420], [-2.8507, -1.7146, -0.0748], [4.4292, 1.4049, -1.1888], [3.3307, 2.2178, -2.2932], [2.9096, 0.6312, -1.7080], [4.1412, 1.4579, 1.6442], [2.4640, 1.2854, 2.2195], [3.2706, 2.8205, 2.3281], [4.0841, 4.2677, -0.5300], [2.8970, 4.9130, 0.5929], [2.4854, 4.7081, -1.1203], [0.7392, 4.8099, 0.4769], [-1.2800, 6.1560, 0.3581], [-3.4532, 5.1185, -0.2604], [-3.6086, 2.7380, -0.6850], [-3.9704, 1.7973, 1.3507], [-3.1533, 0.4279, 2.1023], [-4.7661, 0.2217, 1.4261], [-4.3008, 1.3910, -2.1188], [-5.0618, -0.1425, -1.6909], [-3.6105, -0.1250, -2.6889], [-2.0142, -1.9804, 0.5658], [-2.8268, -2.2688, -1.0103], [-3.7536, -2.0265, 0.4573]],
  "forces_ev_per_a": [[0.198, 0.824, -0.615], [-0.019, -0.051, 0.149], [0.018, 0.493, -0.189], [0.197, -0.142, 0.104], [-0.024, -0.434, 0.659], [-0.045, -0.132, -0.063], [-0.884, -0.158, -0.148], [0.016, -0.020, -0.306], [0.168, 0.190, 0.124], [-0.084, 0.042, -0.160], [-0.007, 0.184, 0.710], [-0.007, 0.229, -0.561], [0.060, -0.007, 0.204], [-0.090, -0.084, 0.189], [-0.110, 0.013, -0.003], [-0.076, 0.039, 0.062], [-0.039, 0.025, 0.126], [0.031, -0.036, -0.035], [-0.021, -0.008, 0.023], [-0.076, -0.035, -0.106], [0.392, 0.030, 0.075], [-0.077, 0.044, 0.018], [-0.032, -0.051, 0.030], [-0.649, -0.929, -0.023], [-0.380, -0.065, -0.306], [-0.040, 0.065, -0.041], [0.078, -0.025, 0.030], [-0.005, -0.053, -0.009], [-0.073, 0.050, -0.031], [0.232, 0.419, 0.113], [1.159, -0.444, 0.055], [-0.186, -0.196, 0.059], [0.022, 0.079, -0.027], [0.065, -0.014, -0.007], [-0.010, 0.083, -0.053], [0.043, 0.011, 0.019], [0.014, 0.012, -0.016], [-0.001, 0.140, 0.001], [0.032, -0.001, -0.020], [-0.019, -0.006, -0.041], [0.042, 0.026, -0.004], [0.001, -0.009, 0.004], [-0.043, -0.004, 0.016], [-0.003, 0.020, -0.027], [0.115, 0.031, -0.002], [-0.003, 0.002, 0.007], [-0.006, 0.004, -0.012], [0.008, -0.006, 0.000], [0.000, -0.040, 0.003], [0.017, -0.008, 0.007], [-0.013, -0.017, -0.009], [-0.016, 0.030, -0.010], [-0.022, -0.015, 0.020], [0.020, 0.000, -0.008], [0.126, -0.037, 0.047], [0.032, -0.050, -0.017], [-0.024, -0.009, -0.005]]
}


[4]
{
  "formula": "C44H30I3IrN3O3P",
  "method": "ωB97M-V with the def2-TZVPD basis set",
  "multiplicity": 1,
  "homo_ev": -12.52,
  "total_charge": 2,
  "symbols": ["Ir", "O", "C", "O", "C", "C", "C", "C", "C", "C", "N", "C", "C", "C", "C", "C", "C", "N", "H", "H", "H", "H", "H", "H", "H", "H", "H", "H", "I", "C", "C", "C", "C", "C", "C", "C", "C", "C", "P", "C", "C", "C", "C", "C", "C", "C", "C", "C", "C", "C", "C", "C", "H", "H", "H", "H", "H", "H", "H", "H", "H", "H", "H", "H", "H", "H", "H", "H", "I", "C", "C", "C", "I", "C", "C", "C", "C", "N", "C", "C", "O", "H", "H", "H", "H"],
  "positions_angstrom": [[0.5412, 0.7591, -0.6483], [1.3676, 1.0833, 7.0447], [1.1449, -0.0636, 6.3838], [0.7769, -1.0500, 6.9479], [1.3616, -0.0554, 4.8945], [0.9543, 0.9952, 4.0862], [1.0557, 0.8921, 2.7050], [1.6051, -0.2461, 2.1391], [2.0341, -1.2948, 2.9502], [1.8904, -1.2056, 4.3166], [1.6891, -0.3504, 0.7042], [2.4308, -1.2335, 0.1664], [2.4335, -1.3604, -1.2778], [3.0989, -2.3538, -1.9617], [3.1146, -2.3038, -3.3513], [2.4799, -1.2529, -3.9894], [1.8101, -0.3063, -3.2273], [1.7713, -0.3743, -1.8970], [1.7360, 1.7711, 6.4765], [0.5149, 1.8871, 4.5170], [0.6909, 1.6859, 2.0742], [2.4340, -2.2047, 2.5241], [2.1756, -2.0302, 4.9566], [3.0680, -1.8895, 0.7491], [3.6051, -3.1401, -1.4173], [3.6363, -3.0597, -3.9228], [2.5103, -1.1499, -5.0648], [1.3293, 0.5463, -3.6830], [-1.3864, 2.1616, -2.0947], [-3.0767, 1.9060, -0.8928], [-3.7553, 3.0782, -0.7312], [-5.0156, 3.0851, -0.1015], [-5.5611, 1.9054, 0.2936], [-4.8676, 0.6806, 0.1201], [-5.5120, -0.5264, 0.4753], [-4.9038, -1.7274, 0.2748], [-3.5805, -1.7491, -0.1926], [-2.8890, -0.6000, -0.5066], [-1.1226, -0.9000, -0.8542], [-0.7348, -2.1647, 0.4027], [-1.1674, -1.9254, 1.7106], [-0.8730, -2.8243, 2.7223], [-0.1343, -3.9672, 2.4428], [0.3293, -4.1953, 1.1547], [0.0474, -3.2876, 0.1386], [-1.1596, -1.7735, -2.4588], [-1.4752, -3.1345, -2.5177], [-1.5443, -3.7899, -3.7374], [-1.3223, -3.1001, -4.9203], [-1.0281, -1.7463, -4.8772], [-0.9439, -1.0925, -3.6559], [-3.5564, 0.6537, -0.4374], [-3.3436, 4.0070, -1.0999], [-5.5440, 4.0202, 0.0233], [-6.5508, 1.8742, 0.7317], [-6.5083, -0.4740, 0.8962], [-5.4069, -2.6559, 0.5062], [-3.0948, -2.7117, -0.2745], [-1.7541, -1.0413, 1.9332], [-1.2154, -2.6325, 3.7312], [0.0920, -4.6717, 3.2329], [0.8964, -5.0909, 0.9339], [0.4266, -3.4686, -0.8586], [-1.6732, -3.6999, -1.6188], [-1.7839, -4.8449, -3.7607], [-1.3918, -3.6137, -5.8701], [-0.8760, -1.1917, -5.7946], [-0.7308, -0.0375, -3.6461], [-1.6483, 4.9719, 1.4420], [0.2709, 4.7297, 0.6903], [1.1353, 5.8422, 0.5781], [2.4092, 5.7050, 0.1059], [3.6322, 7.3858, 0.0061], [2.8639, 4.4333, -0.3179], [4.1478, 4.1511, -0.8320], [4.4608, 2.8841, -1.2364], [3.4904, 1.8770, -1.1620], [2.2804, 2.0981, -0.6905], [1.9633, 3.3496, -0.2383], [0.6779, 3.4753, 0.3158], [-0.0744, 2.3838, 0.4529], [0.7748, 6.8157, 0.8811], [4.8819, 4.9438, -0.8932], [5.4418, 2.6476, -1.6224], [3.7235, 0.8777, -1.4975]],
  "forces_ev_per_a": [[1.442, 1.012, -1.198], [-0.072, 0.019, 0.019], [0.027, 0.043, -0.013], [0.037, -0.021, 0.020], [-0.096, 0.048, 0.012], [0.044, -0.061, -0.007], [0.074, 0.050, 0.020], [0.057, 0.018, -0.007], [0.080, -0.097, -0.073], [0.106, -0.042, 0.024], [-0.491, 0.457, 0.251], [0.221, -0.477, 0.045], [0.181, -0.070, 0.215], [0.220, -0.031, -0.116], [-0.032, -0.029, 0.008], [0.178, 0.146, 0.061], [0.293, 0.081, -0.029], [-1.399, -0.591, -0.535], [0.022, -0.061, -0.019], [-0.017, -0.009, -0.018], [-0.043, -0.007, 0.055], [-0.078, -0.037, 0.115], [-0.017, -0.002, -0.013], [-0.030, 0.066, -0.008], [0.028, 0.029, -0.006], [-0.026, -0.014, 0.012], [-0.052, -0.006, 0.005], [-0.081, -0.044, -0.006], [0.745, -0.280, -0.411], [0.126, 0.179, 0.134], [-0.149, 0.030, -0.008], [0.059, 0.061, -0.077], [-0.017, -0.071, -0.005], [-0.082, 0.023, 0.035], [-0.011, 0.065, 0.022], [0.103, -0.059, -0.042], [-0.180, -0.004, -0.021], [0.085, 0.019, 0.015], [-0.023, -0.073, 0.599], [0.155, 0.051, 0.040], [-0.037, -0.038, -0.061], [0.006, -0.010, 0.007], [0.012, 0.010, 0.011], [0.046, 0.043, -0.009], [0.013, 0.041, 0.103], [0.271, 0.019, -0.038], [-0.046, 0.007, -0.040], [-0.039, -0.015, 0.016], [0.009, 0.005, -0.014], [-0.040, 0.038, 0.033], [-0.126, -0.146, -0.048], [-0.037, 0.050, 0.010], [-0.021, 0.005, 0.007], [0.003, -0.011, 0.002], [0.018, 0.003, 0.011], [-0.004, 0.005, -0.029], [0.003, 0.007, 0.008], [-0.001, 0.015, 0.056], [-0.004, -0.017, 0.026], [-0.010, 0.000, -0.012], [-0.045, -0.016, -0.021], [0.026, 0.028, 0.002], [-0.030, -0.065, -0.008], [-0.002, 0.010, -0.019], [-0.014, 0.014, 0.000], [0.006, 0.006, 0.009], [-0.001, -0.007, 0.005], [-0.081, 0.021, -0.039], [0.098, 0.095, 0.132], [-0.151, 0.264, 0.131], [-0.184, -0.132, 0.071], [0.080, 0.130, -0.002], [0.020, 0.006, -0.006], [0.090, -0.138, -0.098], [-0.032, 0.091, 0.061], [0.016, -0.093, 0.005], [0.021, 0.047, 0.035], [-0.480, 0.173, 0.012], [0.349, -0.072, -0.121], [-0.302, -0.439, -0.093], [-0.779, -0.233, 0.832], [-0.023, -0.021, 0.023], [-0.019, 0.011, -0.021], [-0.012, -0.021, 0.001], [0.050, 0.022, -0.025]]
}


[5]
{
  "formula": "C3H8OS",
  "method": "ωB97M-V with the def2-TZVPD basis set",
  "multiplicity": 1,
  "homo_ev": -9.09,
  "symbols": ["C", "O", "H", "H", "C", "C", "S", "H", "H", "H", "H", "H", "H"],
  "positions_angstrom": [[0.7115, 0.8637, -4.6268], [1.6612, 0.1613, -4.9521], [-0.2556, 0.6385, -4.8932], [0.9957, 1.7642, -4.0639], [0.4240, -0.2916, 2.6999], [-0.6575, -0.9177, 1.8475], [-2.1475, 0.0580, 1.5828], [1.4188, -0.3123, 2.2557], [0.4876, -0.7123, 3.6932], [0.2935, 0.7984, 2.8813], [-0.1299, -0.9972, 0.8808], [-1.0400, -1.9775, 2.1270], [-1.7618, 0.9244, 0.5678]],
  "forces_ev_per_a": [[4.909, -0.182, 0.247], [-1.540, 0.448, 0.190], [-2.610, -0.508, -0.574], [-0.761, 0.242, 0.138], [0.288, 1.269, 1.238], [0.483, -1.173, -1.284], [-0.423, 0.773, -0.571], [-0.040, -0.544, -0.157], [0.062, -0.273, 0.290], [-0.438, -0.626, -0.262], [-0.846, -0.489, 0.054], [0.910, 1.893, -0.196], [0.007, -0.829, 0.887]]
}


[6]
{
  "formula": "C3H12N3O",
  "method": "ωB97M-V with the def2-TZVPD basis set",
  "multiplicity": 1,
  "homo_ev": -13.86,
  "total_charge": 1,
  "symbols": ["C", "O", "H", "H", "H", "H", "C", "C", "N", "N", "N", "H", "H", "H", "H", "H", "H", "H", "H"],
  "positions_angstrom": [[-1.4401, 1.0481, -2.9888], [-1.8096, 0.7464, -1.6397], [-2.7551, 0.6812, -1.6410], [-1.2677, 2.1128, -3.1657], [-1.9688, 0.4643, -3.7368], [-0.4010, 0.7199, -3.0860], [0.1176, -2.2152, 1.3149], [0.8479, 0.0849, 0.9388], [1.3821, 0.9771, 0.0919], [0.1331, -0.9735, 0.5446], [1.1302, 0.2397, 2.2428], [1.3435, 1.9280, 0.4210], [1.3154, 0.9391, -0.9047], [-0.1100, -1.1844, -0.4115], [1.2286, 1.1783, 2.5703], [1.0990, -0.5301, 2.8678], [-0.9473, -2.4723, 1.4233], [0.5196, -2.3143, 2.3138], [0.5032, -3.0478, 0.7233]],
  "forces_ev_per_a": [[2.036, -0.261, 0.384], [0.462, 0.050, -0.481], [-0.790, 0.007, 0.318], [-1.161, 0.109, -0.166], [-0.467, 0.481, -0.036], [0.083, -0.467, 0.017], [-2.174, -1.433, -0.359], [-0.091, -1.037, -0.478], [-0.674, 0.803, 0.321], [1.643, -0.312, 0.858], [-0.275, 0.363, -0.957], [0.497, 0.237, 0.072], [-0.538, -0.505, -0.355], [0.229, 0.895, -0.304], [0.503, 0.120, 0.458], [-0.396, -0.155, 0.551], [0.237, 0.010, 0.199], [0.467, 0.790, -0.003], [0.409, 0.303, -0.040]]
}


[7]
{
  "formula": "C3H5NO2",
  "method": "ωB97M-V with the def2-TZVPD basis set",
  "multiplicity": 1,
  "homo_ev": -10.26,
  "symbols": ["H", "N", "C", "C", "O", "C", "O", "H", "H", "H", "H"],
  "positions_angstrom": [[0.0554, 2.3003, -0.3494], [0.0605, 1.3168, -0.5857], [-0.8698, 0.6425, -0.0588], [-0.7543, -0.8689, -0.1771], [0.6008, -1.1414, -0.5099], [1.4439, -0.4133, 0.2650], [1.2045, -0.0772, 1.3981], [-1.6815, 1.0518, 0.5439], [-1.0503, -1.3778, 0.7483], [-1.3749, -1.2506, -0.9957], [2.3658, -0.1822, -0.2787]],
  "forces_ev_per_a": [[-0.429, 0.266, -0.137], [-0.506, 0.173, 0.208], [0.097, 0.150, -0.331], [-0.180, 0.054, 0.037], [0.123, 0.056, 0.057], [0.200, -0.233, 0.659], [0.498, -0.461, -0.518], [-0.076, 0.011, -0.090], [0.049, 0.255, -0.098], [0.174, 0.036, 0.111], [0.050, -0.308, 0.101]]
}


[8]
{
  "formula": "Cl3P",
  "method": "ωB97M-V with the def2-TZVPD basis set",
  "multiplicity": 1,
  "homo_ev": [-10.57, -8.88],
  "symbols": ["P", "Cl", "Cl", "Cl"],
  "positions_angstrom": [[-0.8115, 0.3654, -0.6247], [0.6539, 1.6802, -0.7947], [1.2195, -2.3100, 0.0881], [-1.0619, 0.2644, 1.3313]],
  "forces_ev_per_a": [[0.445, -1.346, -0.123], [0.442, 0.441, -0.131], [-0.619, 0.809, -0.345], [-0.268, 0.096, 0.598]]
}


Across the entries above, relative energy (zero: lowest compared OMol25 entry of this formula, charge and spin) takes the values 85.3; 33.2; 174.1; 0.0; 142.7; 184.6; 171.5; 265.0 kJ/mol, respectively.